No. 1
Molecular formula: C2H5N3S
Method: DFT, the ωB97M-V functional and the def2-TZVPD basis

Cartesian coordinates (Å):
S: -0.1302 -1.7504 -0.7016
N: -0.3978 -1.6360 0.9495
N: 1.5910 -1.3174 -1.2379
N: -0.7699 -0.5548 -1.4787
C: 0.1678 0.5696 -1.5783
C: 1.5149 -0.1350 -1.6458
H: -0.1652 1.1379 -2.4455
H: 2.3556 0.5019 -1.9120
H: 0.1571 1.0943 -0.7014
H: -1.3385 -1.8167 1.3176
H: 0.3202 -2.3694 1.3363

Multiplicity: 1
Net charge: 0
E, eV: -17457.06413
Energy above the lowest of the compared OMol25 structures with the same formula, charge and spin, kJ/mol: 390.56
E_HOMO, eV: -8.46

No. 2
Molecular formula: C7H19NO2
Method: DFT, the ωB97M-V functional and the def2-TZVPD basis

Cartesian coordinates (Å):
O: 0.5046 -0.9087 -0.5085
O: -0.7159 -0.4568 0.1171
N: 2.1465 -0.5092 1.4328
C: -1.4448 0.7103 -1.8970
C: -2.0571 -1.6983 -1.4773
C: -1.7787 -0.3394 -0.8339
C: 2.1887 1.2703 -0.3498
C: -2.9566 0.1160 0.0289
C: 1.3055 -0.0564 2.5448
C: 2.9643 0.6888 0.7791
H: 0.7781 -0.9065 2.9743
H: 1.8885 0.4494 3.3212
H: -3.1580 -0.6160 0.8089
H: -3.8458 0.2327 -0.5871
H: -2.7294 1.0690 0.5043
H: 2.8292 1.7731 -1.0753
H: -1.2104 1.6629 -1.4228
H: -2.8755 -1.6156 -2.1913
H: 2.7917 -1.2238 1.7570
H: 3.1697 1.3969 1.5909
H: 0.5582 0.6215 2.1351
H: 3.8948 0.2279 0.4465
H: -1.1601 -2.0541 -1.9793
H: -2.3479 -2.4221 -0.7167
H: 1.2649 -0.9256 0.4786
H: 1.4008 1.9343 -0.0105
H: -2.2866 0.8433 -2.5747
H: 1.4575 0.3448 -0.8251
H: -0.5763 0.3911 -2.4700

Multiplicity: 1
Net charge: 0
E, eV: -13148.40568
Energy above the lowest of the compared OMol25 structures with the same formula, charge and spin, kJ/mol: 345.95
E_HOMO, eV: -7.94

No. 3
Molecular formula: C3H3NS4
Method: DFT, the ωB97M-V functional and the def2-TZVPD basis

Cartesian coordinates (Å):
S: -2.1262 1.2673 0.3911
S: 1.4838 1.3598 -0.7320
S: 0.2380 -0.2923 1.6236
S: -0.9054 -1.9224 -1.1697
N: 1.4975 -0.8690 0.6618
C: -0.8699 0.3967 0.2539
C: -0.5226 -0.2295 -1.1396
C: 2.2514 0.0433 0.0024
H: 1.8757 -1.9238 0.8261
H: 3.4525 -0.4142 0.0932
H: -0.0078 0.5596 -2.0610

Multiplicity: 1
Net charge: 0
E, eV: -47985.47549
Energy above the lowest of the compared OMol25 structures with the same formula, charge and spin, kJ/mol: 419.81
E_HOMO, eV: -8.69

No. 4
Molecular formula: C38H60As3HfN5O5Si2Te
Method: DFT, the ωB97M-V functional and the def2-TZVPD basis

Cartesian coordinates (Å):
Hf: 1.2006 1.2454 1.4404
Te: -1.9381 0.8971 -1.4828
As: -0.4399 -0.6261 2.9203
As: 0.4206 -5.9236 1.3468
As: 2.9433 -1.0836 1.7492
Si: -1.8837 3.8499 -3.1893
Si: -4.0655 -1.4344 -2.6166
O: -0.2987 2.4136 0.5288
O: -1.7795 3.5055 4.8201
O: -3.9398 4.4319 2.9667
O: -3.1103 3.6119 0.2339
O: 0.4367 2.4163 3.0060
N: 0.9042 0.1563 -0.4987
N: 2.6641 1.8935 -0.1385
N: -0.0076 -1.5956 -1.8074
N: 2.5944 1.4745 -1.4281
N: 3.0446 2.3417 2.4113
C: 4.3455 4.6169 3.3247
C: 2.0856 -0.3242 -5.1856
C: -0.7699 -4.8306 0.2171
C: -0.3013 -0.1647 4.7978
C: 3.3428 2.9469 0.1362
C: -0.8764 2.2940 -2.6599
C: -2.4495 3.5545 1.2404
C: -2.6808 -0.2319 -3.1185
C: -0.2468 -0.6089 -0.8433
C: 3.9896 -1.3277 0.1347
C: -3.3624 -2.5550 -1.2798
C: 2.2067 0.3551 -3.9924
C: 1.1134 -3.2228 2.9079
C: 2.0217 -5.7562 0.2194
C: 3.5266 3.2676 1.5505
C: 0.9137 -4.7588 2.8921
C: -0.7103 2.9995 2.7203
C: 3.8922 3.6514 4.2142
C: 1.7118 -2.8697 4.2725
C: 0.5812 -1.9065 -4.1516
C: -2.8961 3.9512 2.6653
C: -1.7599 3.5140 3.6218
C: -5.4690 -0.4229 -1.9343
C: 2.0858 -2.8434 1.7819
C: 4.1550 4.4247 1.9612
C: 1.5099 -0.0841 -2.8625
C: -0.2717 -2.5622 2.7679
C: -1.1007 3.0133 1.4136
C: -1.3141 5.2564 -2.1129
C: -2.3438 -0.4084 2.6167
C: 1.2783 -1.4610 -5.2581
C: -4.5408 -2.4290 -4.1110
C: 1.6692 0.5476 -1.5560
C: -3.7142 3.5228 -3.0397
C: 3.2249 2.5422 3.7167
C: 0.6867 -1.2084 -2.9536
C: 4.3455 -1.1262 3.0924
C: -1.4106 4.1366 -4.9676
H: 1.8450 -5.2230 3.2334
H: 1.0650 -3.2145 5.0803
H: 4.8415 5.5061 3.6888
H: 2.9180 -3.5535 1.7765
H: 4.4977 5.1456 1.2325
H: -0.5321 1.7301 -3.5273
H: -3.6948 -2.9895 -4.5129
H: -4.2544 4.4300 -3.3199
H: -0.7108 -2.8066 1.8013
H: 3.7948 3.5534 -0.6426
H: -0.0489 -2.7859 -4.2124
H: 2.6205 0.0160 -6.0604
H: -2.5880 0.6525 2.5802
H: -2.5572 -3.1896 -1.6585
H: 1.9419 -6.5033 -0.5693
H: -1.8402 5.0737 -5.3267
H: 4.8545 -2.0898 3.0920
H: -3.0756 0.5147 -3.8101
H: -0.9384 -2.9713 3.5324
H: -0.3201 5.5931 -2.4148
H: 4.5392 -0.4175 -0.0987
H: 1.1913 -1.9998 -6.1919
H: 1.5983 -2.9221 0.8070
H: -1.9917 6.1075 -2.1969
H: -2.6247 -0.8731 1.6721
H: -0.3276 4.2055 -5.0872
H: -1.2809 4.9654 -1.0642
H: 5.0650 -0.3468 2.8406
H: 0.7387 -0.0263 5.0847
H: -5.3262 -3.1455 -3.8653
H: 0.1741 -5.0089 3.6577
H: 2.8398 1.2269 -3.9073
H: -0.7489 -0.9420 5.4160
H: -4.1285 -3.2294 -0.8932
H: 2.1407 -4.7755 -0.2399
H: 2.8063 1.8005 4.3853
H: 2.9078 -5.9937 0.8078
H: -1.7720 3.3373 -5.6175
H: 2.6857 -3.3448 4.4009
H: -5.1604 0.2205 -1.1066
H: -0.3382 -3.8706 -0.0680
H: 3.9449 -0.9330 4.0847
H: 1.8452 -1.7908 4.3889
H: -5.8920 0.2162 -2.7122
H: -6.2709 -1.0675 -1.5703
H: -0.8293 0.7769 4.9493
H: -2.9849 -1.9791 -0.4277
H: 4.6901 -2.1517 0.2668
H: -0.7275 -2.2942 -1.9228
H: -1.8358 -0.7169 -3.6115
H: -4.9216 -1.7828 -4.9037
H: -2.9065 -0.8786 3.4231
H: -4.0134 3.2783 -2.0190
H: -4.0546 2.7367 -3.7172
H: -0.9416 -5.4133 -0.6896
H: -0.0108 2.5920 -2.0680
H: 4.0285 3.7631 5.2796
H: 3.3165 -1.5542 -0.6915
H: -0.7234 -1.0363 0.0377
H: -1.7331 -4.6869 0.7046

Multiplicity: 1
Net charge: +2
E, eV: -264930.03543
Energy above the lowest of the compared OMol25 structures with the same formula, charge and spin, kJ/mol: 0.00
E_HOMO, eV: -12.91

No. 5
Molecular formula: C36H30CsN11S6
Method: DFT, the ωB97M-V functional and the def2-TZVPD basis

Cartesian coordinates (Å):
Cs: 0.6234 -0.2602 2.4743
S: 0.5977 4.2687 6.8224
S: -0.6196 6.9939 7.0555
S: -0.6106 2.8645 2.9130
S: 0.0130 -5.2028 3.2539
S: -0.9366 5.2555 4.6429
S: 1.2629 1.6470 5.5843
N: 2.4137 -3.4324 2.0790
N: 4.2422 3.0114 0.3053
N: -2.6888 -1.9518 1.7724
N: -0.5571 0.0820 -6.3148
N: 1.8210 -4.8909 5.1726
N: 3.0256 1.7260 1.6021
N: 2.5072 -4.1995 3.1205
N: 2.6744 -1.5004 0.0429
N: -0.7221 -0.0475 -1.1741
N: -2.4808 -0.4286 4.0330
N: -1.4281 2.0591 -5.7756
C: 3.7845 -0.7685 -1.9524
C: -1.2906 1.4864 -2.9218
C: -1.3699 1.9519 -7.1413
C: -4.0446 -2.9653 0.0901
C: 1.5189 -4.6746 3.8318
C: 4.3515 1.4587 1.8259
C: -0.6229 0.3352 -8.8296
C: 2.9787 2.6583 0.6885
C: -2.2545 0.1587 5.2000
C: -1.2174 1.1178 -1.5916
C: -0.2631 3.6339 4.3963
C: 4.4028 -2.8364 -0.9331
C: -0.3339 5.5818 6.2189
C: -0.2715 -0.6029 -3.4539
C: -5.1704 -2.7854 0.8774
C: -0.8197 0.6029 -3.8966
C: 2.8573 -0.6218 -0.9317
C: 3.4368 -2.6078 0.0700
C: -1.7467 2.8539 -8.1355
C: 4.5723 -1.9160 -1.9438
C: 5.1287 2.2437 1.0294
C: -3.7593 -1.8148 2.5524
C: -0.2517 -0.8770 -2.0989
C: 3.3021 -3.5567 1.1455
C: -0.9947 1.2515 -9.7998
C: -2.8294 -2.5012 0.5768
C: 1.7638 3.2864 0.1036
C: -0.9401 0.9381 -5.3042
C: -5.0328 -2.1891 2.1193
C: -0.8199 0.7048 -7.5078
C: 0.4760 3.1546 5.4449
C: -4.1670 -0.8686 6.1799
C: -3.0852 -0.0132 6.3028
C: -1.5479 2.4885 -9.4545
C: -3.5397 -1.2234 3.8989
C: -4.3979 -1.4924 4.9629
H: -1.7100 2.4345 -3.2263
H: 4.4809 3.6941 -0.3886
H: 4.0158 -4.3835 1.1664
H: -1.8196 3.1770 -10.2450
H: -1.3728 0.7950 5.2613
H: 5.0056 -3.7352 -0.8936
H: 0.1376 -1.3293 -4.1454
H: 2.2259 0.2631 -0.8946
H: 1.9376 4.3485 -0.0784
H: 6.1950 2.3413 0.9215
H: 1.4936 2.8097 -0.8450
H: 0.1631 -1.8096 -1.7301
H: -2.8778 0.5053 7.2287
H: 2.4795 -4.2339 5.5657
H: 0.9286 3.1841 0.8014
H: -2.1754 3.8122 -7.8747
H: 5.3171 -2.0760 -2.7153
H: -4.1079 -3.4452 -0.8777
H: -6.1454 -3.1009 0.5261
H: -1.9258 -2.5718 -0.0191
H: -0.8464 1.0055 -10.8433
H: 1.0014 -5.0540 5.7316
H: 3.8946 -0.0129 -2.7195
H: 4.6602 0.7228 2.5499
H: -1.5760 1.7753 -0.8062
H: -0.1940 -0.6228 -9.0961
H: -4.8232 -1.0529 7.0222
H: -5.2179 -2.1901 4.8527
H: -0.1818 -0.8399 -6.1893
H: -5.9025 -1.9963 2.7323

Multiplicity: 1
Net charge: -2
E, eV: -119772.59199
Energy above the lowest of the compared OMol25 structures with the same formula, charge and spin, kJ/mol: 274.88
E_HOMO, eV: -0.39

The following gap between HOMO and LUMO values (in eV) correspond, in order, to the records above: 8.9758 8.7901 7.7606 6.4460 3.1179.